Entry 1:
Formula: C24H75BO12Pt
Source: the OMol25 dataset
Level of theory: ωB97M-V/def2-TZVPD

```
113
Properties=species:S:1:pos:R:3:mulliken_charge:R:1
Pt -0.880 -1.698 -2.763 4.28
B 1.061 -2.827 -3.213 0.76
H 1.191 -1.841 -2.796 -0.47
H 2.040 -3.192 -3.482 -0.31
H 0.567 -3.454 -2.488 -0.39
H 0.462 -2.767 -4.109 -0.32
C 0.328 1.161 -0.135 1.07
C 0.293 -0.356 -0.139 0.28
O -0.810 -0.963 -0.656 -1.36
H 1.210 1.540 0.382 -0.36
H -0.459 1.562 0.504 -0.32
H 0.233 1.613 -1.122 -0.54
H 0.325 -0.666 0.906 -0.83
H 1.241 -0.729 -0.527 0.01
C -5.252 -0.789 -3.666 -1.35
C -4.072 0.068 -3.289 -0.31
O -3.042 -0.700 -2.796 -0.31
H -5.076 -1.399 -4.552 0.34
H -6.050 -0.087 -3.906 0.40
H -5.661 -1.470 -2.919 0.28
H -4.359 0.758 -2.496 0.34
H -3.718 0.614 -4.163 0.29
H -3.154 -0.575 -1.851 0.10
C -1.609 3.901 2.946 -0.45
C -3.066 4.048 3.111 -0.34
O -3.361 3.257 4.187 -0.51
H -1.203 2.923 2.688 -0.40
H -1.083 4.284 3.821 0.30
H -1.261 4.494 2.100 0.41
H -3.560 3.710 2.200 0.20
H -3.376 5.073 3.314 0.39
H -4.316 3.170 4.229 0.29
C -4.947 1.154 1.315 -1.55
C -3.470 0.792 1.249 1.19
O -3.150 0.324 -0.042 -0.41
H -5.209 1.461 2.328 0.33
H -5.628 0.402 0.915 0.40
H -5.162 2.022 0.692 0.37
H -3.180 0.031 1.974 0.22
H -2.799 1.580 1.589 -0.66
H -2.276 -0.074 -0.046 -0.11
C -0.974 2.611 -3.754 -0.65
C -0.426 1.459 -4.624 -0.37
O -0.078 0.392 -3.742 -0.86
H -0.209 2.984 -3.074 -0.04
H -1.785 2.290 -3.100 0.07
H -1.299 3.397 -4.436 0.45
H 0.424 1.804 -5.213 0.37
H -1.305 1.259 -5.237 0.40
H 0.610 0.792 -3.205 0.01
C 5.856 0.747 1.814 -1.23
C 4.804 -0.168 1.188 -0.27
O 3.863 0.667 0.555 -0.45
H 6.414 1.320 1.074 0.29
H 6.632 0.130 2.267 0.44
H 5.482 1.290 2.682 0.26
H 4.388 -0.825 1.952 0.21
H 5.263 -0.759 0.396 0.42
H 3.994 0.493 -0.380 0.17
C 1.896 4.002 4.087 -1.33
C 2.042 3.189 2.762 0.65
O 2.803 2.032 2.923 -0.49
H 1.439 4.983 3.963 0.36
H 2.844 4.087 4.619 0.38
H 1.280 3.460 4.804 0.23
H 2.432 3.754 1.916 0.41
H 1.032 2.876 2.498 -0.21
H 3.023 1.668 2.063 0.20
C 0.471 -1.103 3.877 -1.00
C -0.023 0.291 4.285 0.88
O -0.505 0.289 5.597 -0.64
H 1.238 -1.357 4.607 0.51
H 0.997 -1.022 2.925 0.03
H -0.320 -1.853 3.862 0.23
H -0.769 0.642 3.572 -0.22
H 0.779 1.015 4.139 -0.14
H -0.757 1.194 5.793 0.35
C 4.692 -4.160 -1.771 -1.11
C 3.716 -3.341 -0.864 0.06
O 2.465 -3.995 -0.871 -0.52
H 4.723 -5.187 -1.405 0.28
H 5.682 -3.717 -1.876 0.37
H 4.232 -4.240 -2.756 0.24
H 3.561 -2.315 -1.197 0.03
H 4.040 -3.230 0.170 0.37
H 2.029 -3.600 -1.630 0.02
C 3.750 4.115 -2.443 -1.38
C 2.578 3.364 -1.849 0.31
O 2.530 2.309 -2.835 -0.42
H 3.636 4.356 -3.500 0.31
H 4.694 3.599 -2.269 0.33
H 3.915 5.017 -1.853 0.43
H 1.684 3.977 -1.739 0.39
H 2.789 2.985 -0.849 -0.16
H 3.186 1.661 -2.566 0.29
C -0.103 -4.706 2.478 -1.40
C -0.283 -3.815 1.254 0.54
O -1.414 -3.013 1.289 -0.62
H 0.897 -5.134 2.551 0.33
H -0.867 -5.481 2.524 0.37
H -0.156 -4.025 3.328 0.25
H -0.199 -4.378 0.324 0.18
H 0.581 -3.150 1.252 -0.04
H -1.313 -2.303 0.650 0.27
C -4.280 -4.138 -2.069 -1.43
C -2.992 -3.688 -1.370 0.30
O -1.950 -3.649 -2.343 -0.57
H -4.349 -3.592 -3.010 0.32
H -5.163 -3.969 -1.454 0.35
H -4.279 -5.217 -2.224 0.40
H -2.712 -4.434 -0.626 0.42
H -3.047 -2.753 -0.812 -0.06
H -1.588 -4.537 -2.388 0.23
```

* frontier orbital gap (spin up / spin down): 8.90 / 8.13 eV
* HOMO energy (spin up / spin down): -8.7 / -8.9 eV
* multiplicity: 3
* ⟨S²⟩: 2.00

Entry 2:
Formula: C21H16Cl2LaN4O5S
Source: the OMol25 dataset
Level of theory: ωB97M-V/def2-TZVPD

```
50
Properties=species:S:1:pos:R:3:mulliken_charge:R:1
La -0.180 1.281 0.902 0.83
Cl -4.862 -1.040 0.786 -0.21
C -4.678 0.488 1.495 0.22
C -5.710 1.232 2.067 -0.61
C -5.466 2.483 2.626 0.74
Cl -6.768 3.361 3.282 -0.28
C -4.163 3.090 2.679 0.16
C -3.860 4.303 3.314 -0.61
C -2.546 4.768 3.299 -0.74
C -1.575 4.086 2.591 -0.01
N -1.788 2.828 2.075 -0.31
C -3.087 2.326 2.097 0.39
C -3.339 1.049 1.484 0.14
O -2.312 0.365 0.997 -0.83
H -6.727 0.862 2.065 0.43
H -4.636 4.839 3.877 0.36
H -2.231 5.655 3.842 0.38
H -0.578 4.542 2.467 0.19
O 2.709 -6.022 -6.700 -0.63
S 1.809 -5.557 -5.667 1.06
O 1.077 -4.356 -5.973 -0.63
O 1.081 -6.529 -4.828 -0.68
C 2.598 -5.079 -4.061 0.20
N 3.649 -5.777 -3.618 -0.54
C 4.110 -5.370 -2.460 -0.34
C 3.467 -4.415 -1.651 -0.59
C 2.374 -3.759 -2.235 0.17
N 1.980 -4.056 -3.487 -0.29
C 1.564 -2.707 -1.599 1.16
C 0.507 -2.136 -2.306 -0.16
C -0.282 -1.154 -1.729 -0.85
N -0.078 -0.715 -0.470 -0.13
C 0.873 -1.347 0.278 -0.08
C 1.751 -2.259 -0.298 -0.86
H 5.080 -5.746 -2.162 0.41
H 3.891 -4.147 -0.688 0.31
H 0.369 -2.415 -3.353 0.57
H -1.106 -0.679 -2.246 0.42
H 0.892 -1.163 1.348 0.42
H 2.607 -2.658 0.254 0.27
C 2.125 4.398 2.393 -0.63
O 2.770 3.506 1.534 -0.36
C 1.891 2.630 1.031 0.06
C 2.609 1.903 -0.080 -0.94
H 1.611 5.170 1.797 0.28
H 2.811 4.908 3.062 0.33
H 1.396 3.892 3.006 0.17
H 3.517 1.449 0.342 0.23
H 2.829 2.615 -0.891 0.24
H 2.025 1.059 -0.489 0.19
```

* frontier orbital gap (spin up / spin down): 3.63 / 3.63 eV
* HOMO energy (spin up / spin down): -2.8 / -2.8 eV
* energy relative to the best compared isomer or geometry (same formula, charge and spin): 0.00 kcal/mol
* net charge: -1

Entry 3:
Formula: C20H25N3O6S
Source: the OMol25 dataset
Level of theory: ωB97M-V/def2-TZVPD

```
55
Properties=species:S:1:pos:R:3:mulliken_charge:R:1
C 3.783 -1.001 3.558 -1.03
C 3.331 -1.917 2.424 -1.01
N 2.708 -1.163 1.351 0.17
C 1.370 -1.056 1.339 0.09
C 0.649 -0.344 0.428 -0.68
C -0.828 -0.346 0.603 0.34
O -1.359 -0.956 1.532 -0.94
N -1.509 0.345 -0.317 0.05
C -2.925 0.633 -0.236 0.20
C -3.245 1.863 -1.080 -1.15
C -2.639 3.133 -0.504 -0.67
S -3.251 3.531 1.168 -0.12
C -4.946 4.045 0.772 -0.81
C -3.769 -0.574 -0.695 0.08
O -4.503 -0.525 -1.668 -0.83
N -3.618 -1.639 0.097 0.03
C -4.311 -2.899 -0.102 -0.75
C -3.989 -3.558 -1.456 -0.42
O -4.840 -3.139 -2.481 -0.60
C 1.327 0.379 -0.624 1.74
O 0.760 1.050 -1.491 -0.90
C 2.789 0.260 -0.586 0.21
C 3.510 0.946 -1.582 -1.38
C 4.869 0.860 -1.567 0.92
C 5.531 0.110 -0.582 0.52
C 4.861 -0.566 0.399 -1.29
C 3.452 -0.496 0.400 0.45
O 6.875 0.187 -0.781 -0.51
C 7.055 1.003 -1.923 -0.28
O 5.796 1.418 -2.401 -0.49
H 2.930 -0.467 3.969 0.32
H 4.239 -1.590 4.349 0.38
H 4.507 -0.271 3.205 0.35
H 4.170 -2.491 2.026 0.41
H 2.593 -2.628 2.803 0.44
H 0.827 -1.580 2.115 0.46
H -0.958 0.787 -1.055 0.42
H -3.174 0.826 0.819 0.43
H -2.861 1.709 -2.091 0.42
H -4.330 1.955 -1.157 0.39
H -2.851 3.991 -1.143 0.52
H -1.560 3.033 -0.391 0.24
H -5.521 3.196 0.413 0.24
H -5.380 4.419 1.693 0.37
H -4.918 4.835 0.026 0.25
H -2.927 -1.570 0.846 0.24
H -5.393 -2.730 -0.061 0.32
H -4.022 -3.559 0.715 0.42
H -2.935 -3.354 -1.707 0.23
H -4.121 -4.641 -1.376 0.34
H -4.871 -2.162 -2.452 0.46
H 2.965 1.512 -2.319 0.52
H 5.420 -1.119 1.131 0.36
H 7.658 1.884 -1.652 0.26
H 7.579 0.430 -2.704 0.25
```

* frontier orbital gap: 8.52 eV
* HOMO energy: -8.4 eV
* energy relative to the best compared isomer or geometry (same formula, charge and spin): 31.83 kcal/mol
* SMILES: CCn1cc(C(=O)N[C@@H](CCSC)C(=O)NCCO)c(=O)c2cc3c(cc21)OCO3